A) The following is a DFT calculation (ωB97M-V with the def2-TZVPD basis set) of one molecule with the formula C2H5NO3.

Output
* net charge: 0
* SMILES: [O-][C@]1(O)C[N@@H+]1O
* HOMO energy: -9.15 eV

Bonds (Å) are listed after each position.
Cartesian coordinates (Å):
1 O -0.915 0.234 1.818  N4 1.417, H9 0.984
2 O 0.030 1.756 -0.447  C6 1.257
3 O 1.714 0.222 -0.768  C6 1.387, H7 0.971
4 N -0.097 -0.522 0.943  O1 1.417, C5 1.783, C6 1.827, H10 1.019
5 C -0.622 -0.468 -0.761  N4 1.783, C6 1.486, H8 1.090, H11 1.087
6 C 0.407 0.557 -0.444  O2 1.257, O3 1.387, N4 1.827, C5 1.486
7 H 1.817 -0.735 -0.902  O3 0.971
8 H -0.358 -1.255 -1.469  C5 1.090
9 H -1.113 1.056 1.313  O1 0.984
10 H 0.790 -0.712 1.407  N4 1.019
11 H -1.653 -0.133 -0.690  C5 1.087

=====

B) The following is a DFT calculation (ωB97M-V with the def2-TZVPD basis set) of one molecule with the formula C2H5NO3.

Output
* net charge: 0
* SMILES: C[C@H](O)ON=O
* HOMO energy: -9.96 eV

Bonds (Å) are listed after each position.
Cartesian coordinates (Å):
1 O -0.448 -0.613 -1.208  N4 1.707, C6 1.340
2 O -2.558 -1.438 -0.474  N4 1.146
3 O -1.041 1.020 0.347  C6 1.629, H10 0.969
4 N -1.551 -1.141 -0.016  O1 1.707, O2 1.146
5 C 1.286 0.010 0.325  C6 1.517, H7 1.088, H9 1.088, H11 1.091
6 C 0.146 0.416 -0.590  O1 1.340, O3 1.629, C5 1.517, H8 1.097
7 H 0.941 -0.720 1.055  C5 1.088
8 H 0.372 1.244 -1.273  C6 1.097
9 H 1.711 0.873 0.832  C5 1.088
10 H -0.913 0.817 1.286  O3 0.969
11 H 2.055 -0.468 -0.283  C5 1.091

=====

C) The following is a DFT calculation (ωB97M-V with the def2-TZVPD basis set) of a 2-piece molecular cluster, C2H5NO3 overall.

Output
* net charge: 0
* HOMO energy (alpha / beta): -9.09 / -9.69 eV

Bonds (Å) are listed after each position.
Cartesian coordinates (Å):
1 O 0.697 -0.511 1.701  C5 1.313, H7 1.001
2 O 0.100 2.074 -0.442  N4 1.216
3 O 1.866 0.913 -0.208  N4 1.214
4 N 0.689 1.111 0.011  O2 1.216, O3 1.214, C5 1.427
5 C 0.009 0.389 1.037  O1 1.313, N4 1.427, H9 1.072
6 C -0.971 -0.973 -1.083  H8 1.061, H10 1.018, H11 1.112
7 H 1.661 -0.524 1.433  O1 1.001
8 H -0.305 -1.698 -1.478  C6 1.061
9 H -0.756 0.901 1.587  C5 1.072
10 H -1.083 -0.143 -1.662  C6 1.018
11 H -1.909 -1.540 -0.895  C6 1.112

=====

D) The following is a DFT calculation (ωB97M-V with the def2-TZVPD basis set) of a 2-piece molecular cluster, C2H5NO3 overall.

Output
* net charge: 0
* SMILES: O=CNC=O.O
* HOMO energy: -10.34 eV

Bonds (Å) are listed after each position.
Cartesian coordinates (Å):
1 O 0.191 1.137 0.913  C5 1.190
2 O -2.358 -0.692 2.092  C6 1.198
3 O 2.053 1.824 -2.255  H7 0.961, H8 0.961
4 N -0.548 -1.061 0.733  C5 1.422, C6 1.377, H10 1.012
5 C 0.415 -0.032 0.926  O1 1.190, N4 1.422, H9 1.103
6 C -1.824 -1.285 1.199  O2 1.198, N4 1.377, H11 1.103
7 H 1.272 1.480 -2.697  O3 0.961
8 H 1.940 2.778 -2.233  O3 0.961
9 H 1.433 -0.408 0.733  C5 1.103
10 H -0.277 -1.622 -0.065  N4 1.012
11 H -2.298 -2.120 0.655  C6 1.103

=====

Sorted by energy, starting with the most stable: D), B), A), C).

=====

A) The following is a DFT calculation (ωB97M-V with the def2-TZVPD basis set) of a 3-piece molecular cluster, C2H9NS overall.

Output
* net charge: 0
* SMILES: [H][H].C1CS1.N
* HOMO energy: -8.97 eV

Bonds (Å) are listed after each position.
Cartesian coordinates (Å):
1 S -0.354 1.651 0.466  C3 1.833, C4 1.839
2 N -2.289 -1.098 0.796  H5 1.012, H10 1.015, H13 1.013
3 C 0.901 0.637 -0.404  S1 1.833, C4 1.499, H6 1.079, H9 1.078
4 C 1.272 0.983 1.006  S1 1.839, C3 1.499, H8 1.082, H11 1.080
5 H -2.353 -1.777 1.543  N2 1.012
6 H 0.512 -0.361 -0.537  C3 1.079
7 H 1.282 -1.145 -2.966  H12 0.735
8 H 1.347 0.132 1.669  C4 1.082
9 H 1.413 1.204 -1.164  C3 1.078
10 H -3.015 -0.403 0.943  N2 1.015
11 H 1.995 1.770 1.166  C4 1.080
12 H 0.713 -1.013 -3.413  H7 0.735
13 H -1.423 -0.580 0.893  N2 1.013

=====

B) The following is a DFT calculation (ωB97M-V with the def2-TZVPD basis set) of a 2-piece molecular cluster, C2H9NS overall.

Output
* net charge: 0
* SMILES: CNC.S
* HOMO energy: -8.95 eV

Bonds (Å) are listed after each position.
Cartesian coordinates (Å):
1 S -0.235 -2.945 -1.319  H8 1.372, H13 1.279
2 N 0.083 0.006 0.235  C3 1.516, C4 1.531, H12 1.076
3 C -1.274 0.681 0.194  N2 1.516, H9 1.121, H10 1.137, H11 1.103
4 C 1.245 0.996 0.120  N2 1.531, H5 1.078, H6 1.106, H7 1.139
5 H 2.233 0.590 0.265  C4 1.078
6 H 1.207 1.816 0.860  C4 1.106
7 H 1.187 1.385 -0.950  C4 1.139
8 H -0.719 -2.153 -0.308  S1 1.372
9 H -1.404 1.106 -0.834  C3 1.121
10 H -1.318 1.533 0.946  C3 1.137
11 H -2.110 0.027 0.495  C3 1.103
12 H 0.183 -0.454 1.203  N2 1.076
13 H 0.923 -2.589 -0.908  S1 1.279

=====

Sorted by energy, starting with the most stable: B), A).